(1)
Computed, not measured: a 2-piece molecular cluster, C5H11N2O2 overall, with ωB97M-V with the def2-TZVPD basis set.

Geometry (Å):
C  -0.1854  -0.2766  1.3701
O  0.2009  -1.9904  -3.9695
H  -0.3177  2.5655  2.9375
C  0.1364  1.7082  2.3778
H  1.3821  -0.2325  -3.7182
H  1.1957  1.3905  2.5775
C  0.1038  1.8060  0.9019
H  0.6642  -1.8794  -4.8081
H  -0.5763  -2.5775  -2.0229
N  0.3065  -0.7670  -2.0647
H  0.8197  -0.7217  1.6395
O  -0.5868  -1.7576  -1.4781
H  -0.7221  0.0023  3.5952
H  -0.1849  0.4344  -0.6359
C  0.6842  -1.0187  -3.2447
N  -0.0097  0.6665  0.3573
H  -0.7003  -1.2645  0.9948
H  0.2329  2.7914  0.2841
C  -0.6953  0.4463  2.5493
H  -1.7481  0.6748  2.3571

Cartesian forces (eV/Å) of the 3 atoms listed first:
C 0.74 -7.23 0.64
O 0.45 -0.69 -0.97
H 1.22 -0.50 -0.57

Output
- net charge = +1
- energy (Ha) = -456.76801
- frontier orbital gap (eV) = 9.593
- maximum force (eV/A) = 7.29



(2)
Computed, not measured: C27H77F3HfN4O22S2 as an isolated structure, with ωB97M-V with the def2-TZVPD basis set.

Geometry (Å):
C  -3.4707  -2.8371  -7.5228
H  0.7453  -0.4226  -1.8622
O  0.6689  0.5698  3.3524
O  2.7248  3.7884  3.6706
F  -0.7969  0.0726  0.6278
C  -3.8192  -4.4435  -1.2899
H  2.3427  -6.1283  3.2476
O  4.4803  1.7018  0.3052
H  3.1117  -1.8393  -4.4600
H  -2.3036  6.7263  -2.5904
H  1.6885  3.9223  0.2025
H  -2.1347  -1.3052  -4.2085
O  3.3675  -2.4792  0.1279
O  1.5889  -0.6429  -3.8011
C  0.1618  6.7678  -2.3971
H  -3.6843  4.5726  -2.9719
H  -6.1566  0.2477  1.7376
H  0.6246  0.4529  5.2254
H  -3.1327  -0.5995  -6.4216
H  0.0190  -4.1256  3.6534
H  5.4960  -0.0282  -2.4175
H  -1.5310  3.9782  -1.0615
H  -2.1638  3.8092  -3.4949
H  1.5607  -2.2093  3.1710
N  -2.4721  3.9921  -1.4329
H  -4.3927  4.0737  1.3218
C  -0.4736  0.4384  -3.4199
H  -3.5730  -3.8893  -7.7792
C  -2.4981  4.0136  2.9923
H  5.6005  1.4718  3.8968
H  4.1890  -1.5846  2.7829
C  -5.9673  -5.4573  -0.8579
H  3.8833  1.6303  -1.6806
H  3.1881  -1.5185  -2.7501
H  -3.0166  -2.3811  -8.4099
H  4.1712  0.8300  3.8720
H  -3.5045  4.1945  3.3941
H  -1.5811  -1.0741  -7.2432
H  -3.8847  1.2534  -0.5838
O  -2.3930  4.4579  1.6733
O  -2.6059  -2.5948  -6.4226
H  -4.8548  -2.3601  -0.4222
H  -2.3931  2.9165  3.0205
C  0.4986  -0.6070  -2.9121
H  0.6183  -3.3417  5.0985
H  2.4087  0.3848  5.3634
H  -2.2194  -2.9523  -1.3474
H  5.9255  -3.1604  2.3435
H  0.6385  -6.4114  3.3234
O  0.9087  5.4285  3.2267
C  -1.9026  5.8411  -3.0890
C  5.6123  0.3617  -1.4018
H  -0.6449  -1.7454  -5.1236
C  4.9617  -3.5610  2.7078
H  -0.6314  4.3069  0.9796
C  -3.2940  -3.0077  -1.5242
H  -4.4550  -2.4033  -7.3380
O  2.8345  6.0226  4.5569
H  1.6878  -7.0554  4.6139
H  -3.2499  2.9208  0.5970
H  -0.2003  7.7389  -2.7555
C  0.0100  1.1009  0.8108
F  -0.7210  2.1711  1.1704
H  -3.5977  -2.8165  -2.5602
H  1.2304  6.8207  -2.6107
C  2.4899  -1.6961  -3.5764
O  -5.2272  -4.2935  -1.1582
F  0.5872  1.4286  -0.3430
H  -3.5768  -5.0057  -2.1988
H  -2.5714  -0.5041  -1.1183
H  3.5457  0.2409  -0.8116
H  5.3455  -5.9880  2.0099
H  -2.1091  6.0047  -4.1562
H  -3.1112  5.8040  -0.4326
O  2.6624  3.7846  0.1234
H  -7.4646  0.0883  0.6549
O  0.1485  4.6472  0.5070
C  -3.3420  4.7360  -0.5022
H  5.8661  -0.4718  -0.7486
C  -4.2619  0.3202  -0.1398
O  0.6330  0.6182  6.1817
S  2.3126  5.2222  3.4668
C  1.5100  -6.2051  3.9562
O  4.7724  1.4721  3.3988
C  0.9299  -3.9160  4.2237
H  1.9662  -2.6339  -3.3667
O  -0.5016  5.6711  -2.9676
C  -2.6112  4.5195  -2.7964
C  -6.4097  -0.1581  0.7457
N  -0.9913  0.3130  -4.7848
H  4.9735  -1.8987  4.2234
H  -6.0888  -6.0159  -1.7899
H  0.0193  6.7157  -1.3136
H  3.7400  -1.7137  -0.3175
H  -4.0414  -0.5769  -2.0829
O  1.3481  -5.1299  4.8529
H  0.2596  5.5434  0.8462
C  -3.4278  3.9783  0.8141
H  -0.0053  1.4134  -3.2722
C  5.9538  -5.6369  2.8511
H  -1.7449  4.4135  3.6674
O  -5.6754  0.4235  -0.3112
H  -0.0089  -1.5842  -2.9008
H  6.2632  -6.4866  3.4554
H  -3.3721  -5.0114  -0.4701
S  1.3541  0.7126  2.0887
C  -1.4952  -1.0562  -5.0610
H  -5.4347  -6.0531  -0.1079
H  2.9614  -0.8915  4.6672
H  -0.1195  0.2051  -5.3102
O  1.9303  -0.4934  1.5502
C  -2.2325  -1.2191  -6.3746
Hf  4.1141  3.2257  1.9652
H  6.4091  1.0901  -1.5588
H  -4.3412  4.7186  -0.9517
H  6.8809  -5.2441  2.4135
C  4.3409  -2.4090  3.4932
H  4.4956  -3.8768  1.7692
O  3.2173  0.0084  4.9772
O  5.2529  -4.6443  3.5608
H  3.4555  -3.5564  4.7696
H  -6.1485  -1.2158  0.8316
H  -3.9187  0.3305  0.8942
C  -3.6439  -0.6965  -1.0683
H  -6.9191  -5.1841  -0.4069
H  2.4122  -3.7452  2.5637
H  -1.3540  0.4114  -2.7693
C  4.3195  1.0189  -0.8749
C  1.9654  -3.1985  3.3984
N  -3.9033  -2.0629  -0.5822
O  3.1147  5.3245  2.2022
O  2.2993  1.8386  1.9930
H  0.0701  1.3920  6.2865
N  3.1184  -2.7590  4.2299
H  2.9368  -2.1108  0.9100
H  2.8495  3.7112  -0.8197

Cartesian forces (eV/Å) of the 3 atoms listed first:
C 0.57 0.48 -0.24
H 0.43 0.25 -0.12
O 0.18 0.46 -0.71

Output
- net charge = 0
- energy (Ha) = -4093.08850
- frontier orbital gap (eV) = 5.391
- maximum force (eV/A) = 8.01



(3)
Computed, not measured: a 2-piece molecular cluster, C5H10O overall, with ωB97M-V with the def2-TZVPD basis set.

Geometry (Å):
H  1.8892  -1.2114  2.1149
C  -0.5599  0.1437  1.4564
H  1.0725  1.4528  0.8805
H  1.4586  -1.3347  -1.5341
C  0.2610  0.1488  -0.6406
H  -0.7252  0.8297  -2.3568
H  -2.2393  -0.5889  1.6499
C  0.0916  1.1268  0.5192
C  -0.8761  0.0349  -1.6176
C  1.3549  -0.6043  -0.7359
H  2.1943  -0.4855  -0.0557
H  -1.8641  0.1778  -1.1612
H  1.1873  -0.9513  2.1435
H  -0.8615  -0.9335  -2.1321
O  -1.8629  0.1952  1.2246
H  -0.5205  1.9999  0.2451

Cartesian forces (eV/Å) of the 3 atoms listed first:
H 0.17 -0.08 0.17
C -0.31 0.53 -0.12
H -0.25 -0.15 0.02

Output
- net charge = 0
- energy (Ha) = -271.59472
- frontier orbital gap (eV) = 9.297
- maximum force (eV/A) = 0.63



(4)
Computed, not measured: C20H59FeO10 as an isolated structure, with ωB97M-V with the def2-TZVPD basis set.

Geometry (Å):
H  1.5690  3.2635  -2.6049
H  3.9393  3.2185  -0.9632
H  2.0570  5.3033  0.4639
H  5.1975  0.9561  2.0337
H  -0.7438  -0.8677  -3.4586
H  -0.5382  0.7331  -1.2522
H  -2.4076  2.5093  -5.8524
H  2.3250  4.6033  2.0518
O  -1.1778  -0.4232  4.9348
C  -0.0869  0.1116  -0.4787
H  2.1668  3.1179  -4.2217
O  1.6683  -2.5776  2.7835
C  -0.9937  -0.1086  0.8055
H  -4.3819  -2.4735  2.7599
C  1.5562  4.9767  1.3753
O  -0.0617  -2.4622  -5.0142
H  5.5973  0.9733  0.2192
H  -1.4683  1.1523  3.6569
C  2.2368  2.6708  -3.2301
H  -1.2176  -4.8672  -1.2692
H  -2.0452  -0.1709  0.5253
H  0.8692  0.5538  -0.1987
H  -2.8167  0.7411  4.6777
H  -0.6076  -3.9089  1.0907
H  -1.6129  2.9339  -1.9512
H  -3.2621  2.5655  -2.3495
C  -2.3889  3.1197  -2.6938
O  -0.3137  3.5217  1.9556
C  -6.1755  -3.0896  0.3409
H  -0.8837  0.8595  1.2942
C  3.0490  -2.2858  2.5210
C  0.0811  -4.4244  0.4214
H  3.4755  -1.6328  3.2825
C  0.6965  3.7311  1.0084
C  -1.0703  -1.8684  -3.1755
H  2.6910  -2.2094  0.2821
H  -5.8724  -3.4083  -0.6564
Fe  0.1697  -1.4893  3.7030
O  4.4661  3.2594  -0.1617
H  4.0060  2.4798  -3.3762
C  -2.0226  2.6756  -4.0351
C  -4.8712  -2.4246  0.9157
H  2.1363  0.9664  -1.9795
O  3.4337  2.8772  -2.7157
C  -1.7295  0.8178  4.6609
H  -2.0415  -2.2179  -5.1405
H  3.2918  1.7470  0.5815
H  0.7682  1.0670  -3.2374
H  -4.6759  -1.5280  0.3275
H  -0.2988  1.7537  6.0372
H  1.6828  -5.4154  0.6592
H  -0.1084  -6.0961  -1.1016
H  -0.7285  2.6754  1.7727
H  0.5440  -3.6866  -0.2339
H  3.8287  2.9268  1.8024
H  6.2541  2.1044  1.1549
H  -2.6793  4.1615  -2.5579
H  -7.0071  -2.3903  0.2546
C  1.8100  1.2556  -2.9785
H  1.4385  -3.3617  2.2796
H  1.3910  2.8919  0.9678
C  5.3282  1.5305  1.1165
H  -0.9803  2.8986  -4.2631
C  3.0719  -1.6262  1.1205
H  0.4729  -1.9578  -4.3966
O  1.0557  -5.0169  1.2671
H  2.4483  0.5684  -3.5338
H  -0.0024  -0.8539  -0.9775
O  -2.8320  2.9552  -5.1158
O  -5.0568  -2.0290  2.2417
H  0.9149  5.7928  1.7081
H  -6.4564  -4.0143  0.8451
C  -1.3012  -2.6622  -4.4752
H  -1.5012  -3.7048  -4.2281
O  -0.6001  -0.9968  1.8263
H  2.5960  -0.6477  1.0566
H  -1.9032  -0.8180  5.4241
H  -3.9515  -2.9907  0.7681
H  0.2754  3.7324  0.0030
H  -2.1537  1.5957  -3.9671
C  4.1111  2.3942  0.8943
H  -1.3298  -5.8858  0.2186
C  -1.3661  1.7546  5.8160
H  -0.3345  -2.3668  -2.5443
H  4.1327  -1.5150  0.8958
H  -1.9269  1.6157  6.7403
H  -2.0589  -1.7628  -2.7289
H  3.5839  -3.2339  2.5761
C  -0.6648  -5.3882  -0.4874
H  -1.6781  2.7457  5.4866

Cartesian forces (eV/Å) of the 3 atoms listed first:
H -0.43 0.40 -0.14
H -0.34 -0.37 -0.01
H 0.12 0.03 0.04

Output
- net charge = +1
- <S²> = 12.0163
- energy (Ha) = -2812.91266
- frontier orbital gap (spin up / spin down) (eV) = 6.294 / 5.514
- maximum force (eV/A) = 4.48
- spin multiplicity = 7